Record 1
{"formula": "C25H21Br2N5O4SSn", "method": "the ωB97M-V functional and the def2-TZVPD basis", "e_homo_ev": -13.60, "e_above_lowest_kj_mol": 47.9, "fmax_ev_per_a": 1.9, "homo_lumo_gap_ev": 7.32, "total_energy_ha": -7300.090632, "charge": 2, "lumo_energy_ev": -6.28, "symbols": ["Sn", "N", "C", "C", "C", "C", "C", "C", "N", "C", "C", "C", "S", "C", "N", "H", "H", "H", "H", "H", "H", "H", "C", "O", "C", "O", "N", "N", "H", "H", "H", "H", "H", "H", "Br", "C", "C", "C", "C", "C", "C", "C", "O", "O", "H", "H", "H", "H", "Br", "C", "C", "C", "C", "C", "C", "H", "H", "H", "H"], "positions_angstrom": [[0.9745, -0.2104, -0.2444], [-1.5846, -3.7117, -0.8054], [-2.7074, -2.9079, -0.6372], [-4.0633, -3.2118, -0.6893], [-4.9319, -2.1636, -0.4863], [-4.4605, -0.8648, -0.2324], [-3.1141, -0.5797, -0.1723], [-2.2208, -1.6276, -0.3882], [-0.8051, -1.6826, -0.4075], [-0.5048, -2.9388, -0.6699], [0.8724, -3.3620, -0.8282], [1.3990, -4.5808, -1.0924], [3.0949, -4.4588, -1.2067], [3.0163, -2.8006, -0.9073], [1.7937, -2.3546, -0.7223], [-1.5896, -4.6961, -1.0171], [-4.4178, -4.2181, -0.8713], [-5.9984, -2.3426, -0.5211], [-5.1768, -0.0675, -0.0837], [-2.7792, 0.4213, 0.0290], [0.8960, -5.5284, -1.2132], [3.8875, -2.1649, -0.8699], [6.1447, 1.8767, -0.8879], [5.2594, 0.7284, -0.8038], [3.9849, 0.8783, -0.6085], [3.2710, -0.1425, -0.5345], [3.4800, 2.1135, -0.4280], [2.1085, 2.1921, -0.2256], [7.1276, 1.4627, -1.0693], [6.1463, 2.4225, 0.0546], [5.8605, 2.5143, -1.7244], [4.0227, 2.9499, -0.5694], [1.6660, 2.7263, -0.9674], [1.9011, 2.6220, 0.6728], [-5.7436, 4.7865, -2.1639], [-4.1949, 3.8595, -1.6895], [-3.7350, 3.9290, -0.3784], [-2.6006, 3.2258, -0.0231], [-1.9409, 2.4463, -0.9753], [-2.3977, 2.4033, -2.2941], [-3.5294, 3.1085, -2.6524], [-0.8182, 1.6160, -0.5538], [-0.4726, 1.4382, 0.6308], [-0.1186, 0.9734, -1.4801], [-4.2672, 4.5245, 0.3505], [-2.2275, 3.2622, 0.9921], [-1.8791, 1.7960, -3.0243], [-3.9000, 3.0824, -3.6675], [1.5504, -0.6827, 6.4021], [1.4507, -0.6473, 4.5304], [0.2551, -0.9696, 3.9073], [0.1611, -0.9223, 2.5218], [1.2955, -0.5651, 1.7950], [2.5024, -0.2420, 2.4088], [2.5694, -0.2885, 3.7977], [-0.6060, -1.2490, 4.4997], [-0.7821, -1.1502, 2.0464], [3.3829, 0.0185, 1.8431], [3.4932, -0.0456, 4.3056]], "mulliken_charge": [1.51, -0.06, 0.31, -1.29, -0.48, -0.95, -0.27, 0.11, 0.31, 0.33, -0.19, -0.28, -0.08, -0.30, 0.24, 0.26, 0.45, 0.42, 0.52, 0.55, 0.43, 0.43, -0.87, -0.34, 0.49, -0.18, -0.33, -0.28, 0.25, 0.38, 0.37, 0.24, 0.32, 0.31, -0.09, 0.11, -0.69, -0.11, 0.32, -0.39, -0.76, 0.83, -0.67, -0.82, 0.47, 0.47, 0.48, 0.48, -0.13, -0.16, -0.79, -0.31, 0.87, -0.40, -0.65, 0.48, 0.33, 0.38, 0.47]}


Record 2
{"formula": "C25H21BrF4PS5SiSn", "method": "the ωB97M-V functional and the def2-TZVPD basis", "e_homo_ev": -4.06, "e_above_lowest_kj_mol": 0.0, "fmax_ev_per_a": 0.2, "homo_lumo_gap_ev": 6.05, "total_energy_ha": -6774.965982, "charge": -1, "lumo_energy_ev": 1.99, "symbols": ["Sn", "F", "C", "C", "F", "C", "F", "C", "P", "C", "C", "C", "C", "C", "C", "C", "C", "C", "C", "C", "C", "C", "Br", "C", "F", "H", "H", "H", "H", "H", "H", "H", "H", "H", "H", "S", "C", "S", "C", "C", "S", "S", "S", "C", "Si", "C", "C", "C", "H", "H", "H", "H", "H", "H", "H", "H", "H", "H", "H"], "positions_angstrom": [[0.7944, -0.8058, -0.9158], [-3.6590, -4.6825, 5.6310], [-2.9419, -3.7966, 4.9408], [-2.2412, -2.8077, 5.6054], [-2.2861, -2.7406, 6.9369], [-1.5009, -1.8972, 4.8707], [-0.8489, -0.9582, 5.5608], [-1.4343, -1.9354, 3.4850], [-0.4115, -0.7543, 2.5017], [-1.0520, 0.8599, 3.0552], [-2.3475, 1.0216, 3.5389], [-2.8609, 2.2884, 3.7759], [-2.0867, 3.4108, 3.5279], [-0.7982, 3.2593, 3.0362], [-0.2874, 1.9959, 2.7918], [1.2099, -0.9282, 3.3333], [2.0376, -1.9234, 2.8116], [3.3050, -2.1329, 3.3333], [3.7707, -1.3253, 4.3608], [2.9632, -0.3167, 4.8677], [1.6864, -0.1230, 4.3630], [-2.1569, -2.9423, 2.8346], [-2.1722, -3.1019, 0.9591], [-2.8977, -3.8608, 3.5583], [-3.5901, -4.8307, 2.9574], [-2.9728, 0.1566, 3.7242], [-3.8713, 2.3953, 4.1502], [-2.4892, 4.4002, 3.7029], [-0.1924, 4.1290, 2.8165], [0.7066, 1.8984, 2.3736], [1.6924, -2.5206, 1.9732], [3.9353, -2.9093, 2.9185], [4.7700, -1.4679, 4.7523], [3.3305, 0.3221, 5.6610], [1.0582, 0.6590, 4.7685], [-1.8960, 5.3201, -4.1247], [-1.3487, 3.9054, -3.4537], [-1.9956, 3.2052, -2.0231], [-0.9889, 1.7779, -1.9574], [-0.0834, 1.6582, -2.9519], [1.0452, 0.3424, -3.2199], [-0.0851, 2.9519, -4.1274], [-1.2843, 0.6687, -0.6325], [4.4200, 1.6099, -1.6402], [3.9185, 0.5474, -0.1737], [4.4370, -1.2308, -0.5437], [4.9135, 1.0923, 1.3345], [2.0917, 0.6729, 0.1289], [5.4970, 1.5518, -1.8208], [4.1610, 2.6572, -1.4674], [3.8954, 1.2959, -2.5439], [5.5250, -1.3079, -0.6170], [4.0127, -1.5832, -1.4872], [4.1022, -1.9168, 0.2390], [5.9907, 1.0209, 1.1640], [4.6648, 0.4692, 2.1977], [4.6802, 2.1270, 1.5981], [1.7124, 1.6611, -0.1483], [1.9005, 0.5255, 1.1963]], "mulliken_charge": [0.02, -0.30, 0.58, 0.21, -0.31, 0.39, -0.39, -0.28, 0.57, 0.72, -0.70, -0.67, -0.54, -0.78, -0.25, 0.11, -0.48, -0.56, -0.49, -0.77, 0.18, -0.21, -0.11, 0.41, -0.33, 0.42, 0.39, 0.38, 0.43, 0.33, 0.37, 0.39, 0.37, 0.40, 0.43, -0.32, 0.06, -0.10, 0.06, 0.16, -0.41, -0.12, -0.21, -0.96, 0.23, -1.03, -0.83, 0.43, 0.29, 0.30, 0.26, 0.34, 0.34, 0.27, 0.34, 0.08, 0.29, 0.54, -0.91]}


Record 3
{"formula": "C25H21CeN4O5", "method": "the ωB97M-V functional and the def2-TZVPD basis", "e_homo_ev": [-11.27, -11.27], "fmax_ev_per_a": 3.6, "homo_lumo_gap_ev": [6.34, 6.35], "total_energy_ha": -2035.444039, "charge": 1, "lumo_energy_ev": [-4.92, -4.92], "symbols": ["Ce", "O", "C", "O", "C", "C", "C", "C", "C", "O", "C", "C", "O", "O", "H", "H", "H", "H", "H", "H", "H", "H", "C", "C", "C", "C", "C", "C", "N", "C", "C", "C", "C", "C", "C", "N", "N", "C", "C", "C", "C", "C", "N", "H", "H", "H", "H", "H", "H", "H", "H", "H", "H", "H", "H", "H"], "positions_angstrom": [[-1.0421, 0.5295, -0.3987], [0.8434, 1.0174, -4.2008], [0.8416, 0.6858, -3.0028], [-0.0756, 0.0509, -2.3027], [2.0785, 0.8874, -2.1085], [2.1538, -0.1667, -0.9749], [3.4544, -0.2182, -0.2085], [3.4624, 1.1299, 0.5770], [2.0814, 1.6795, 0.2320], [1.3425, 0.4228, 0.0665], [2.1019, 2.2425, -1.2605], [0.8481, 3.2117, -1.4268], [0.8885, 4.3897, -1.6171], [-0.2660, 2.5314, -1.1483], [2.9946, 0.8898, -2.7648], [1.7850, -1.0825, -1.3086], [4.3194, -0.1975, -0.8949], [3.4436, -1.0119, 0.5084], [4.2512, 1.8343, 0.1934], [3.6168, 0.9927, 1.6503], [1.7181, 2.3881, 0.9408], [2.9586, 2.8287, -1.4314], [-2.7501, -1.3693, -4.1597], [-3.4454, -0.4903, -3.3519], [-3.2767, -0.6085, -1.9954], [-2.4805, -1.5882, -1.4187], [-1.7237, -2.3935, -2.2819], [-1.8777, -2.2698, -3.6663], [-2.1374, -1.4400, -0.0327], [-1.7430, -2.4644, 0.8956], [-2.0024, -3.8658, 0.8343], [-1.5989, -4.6611, 1.8892], [-0.9744, -4.1706, 3.0424], [-0.7602, -2.8562, 3.1459], [-1.0499, -2.0071, 2.0381], [-0.7301, -0.6456, 1.9706], [-0.3328, -0.0620, 2.9760], [-0.1036, 1.3354, 2.7314], [0.6020, 2.0584, 3.7111], [0.8196, 3.4223, 3.5189], [0.1131, 4.0753, 2.4867], [-0.5627, 3.2485, 1.6042], [-0.6388, 1.9172, 1.6679], [-2.8504, -1.3950, -5.2501], [-4.0649, 0.2497, -3.7685], [-3.8687, 0.0622, -1.4019], [-1.0189, -3.1476, -1.7873], [-1.2999, -2.9531, -4.2734], [-2.4725, -4.3084, -0.0362], [-1.7549, -5.7487, 1.8931], [-0.7576, -4.8700, 3.8312], [-0.3902, -2.4789, 4.0863], [0.8969, 1.5820, 4.6557], [1.3359, 4.0314, 4.2783], [0.1844, 5.1210, 2.3158], [-1.0856, 3.6553, 0.7322]], "mulliken_charge": [0.75, -0.65, -0.24, -0.16, 0.32, -0.48, -0.95, -0.98, 0.12, -0.22, -0.04, 0.06, -0.62, -0.37, 0.55, 0.73, 0.36, 0.40, 0.37, 0.30, 0.36, 0.77, -0.39, -0.91, -0.18, -0.10, 0.12, -0.86, 0.01, 0.59, -0.72, -0.48, -0.70, -0.63, 0.28, 1.40, -1.31, 0.40, -0.53, -0.48, -0.85, -0.20, 0.13, 0.35, 0.55, 0.74, 0.30, 0.44, 0.49, 0.37, 0.42, 0.44, 0.49, 0.45, 0.49, 0.51]}